1.
C3H2Br2 | ωB97M-V/def2-TZVPD

Positions of all 7 atoms, in Å:
C  -0.39919  -0.74601  -0.59306
C  0.64436  -0.30918  0.01577
C  -0.55946  0.36095  0.48338
Br  3.21781  -0.28723  0.02273
Br  -0.98461  2.15618  -0.07309
H  -0.91973  -1.33374  -1.30656
H  -0.99918  0.15904  1.45082

Summary:
LUMO level (alpha / beta) ... -0.087 / -0.087 hartree
Gap between HOMO and LUMO (alpha / beta) ... 7.8 / 7.8 eV
Electronic energy ... -5263.37029 Eh
HOMO (alpha / beta) ... -10.1 / -10.1 eV


2.
C3H2Br2Cl3O2Se2Te2Ti | ωB97M-V/def2-TZVPD

Positions of all 17 atoms, in Å:
Ti  0.01762  -0.50945  0.12826
Br  -1.26175  -2.69421  -1.87800
C  -1.12989  -2.29781  0.07147
Br  0.07344  -0.74057  2.59589
H  -0.68829  -3.17675  0.52809
H  -2.15974  -2.17955  0.40144
Se  2.50488  1.39904  0.55851
Te  3.93713  0.25105  2.05845
Te  3.46124  -2.32570  1.28788
Se  2.04000  -1.93670  -0.66903
Cl  -2.59929  3.19951  -1.20417
C  -1.00989  2.62783  -0.63675
Cl  0.26404  3.55800  -1.41045
Cl  -0.91250  2.76780  1.12371
C  -0.90119  1.09825  -0.96717
O  -1.75382  0.33498  -0.44125
O  0.11799  0.62429  -1.54689

Summary:
LUMO level (alpha / beta) ... 0.078 / 0.029 hartree
Gap between HOMO and LUMO (alpha / beta) ... 6.5 / 5.3 eV
⟨S²⟩ ... 2.013
2S+1 ... 3
Charge ... -1
Electronic energy ... -12983.17835 Eh
HOMO (alpha / beta) ... -4.3 / -4.5 eV


3.
C3H2Br2O2 | ωB97M-V/def2-TZVPD

Positions of all 9 atoms, in Å:
O  -2.40741  1.51305  -0.54569
C  -1.77164  0.50466  -0.62991
C  -0.99187  -0.52376  -0.56144
Br  -1.16638  -1.92754  0.76462
H  -0.27854  -0.82517  -1.45193
O  1.73943  -0.21619  -0.55955
C  1.62905  0.14221  0.57121
Br  1.14701  1.82032  1.09319
H  2.10034  -0.48758  1.31948

Summary:
LUMO level ... -0.020 hartree
Gap between HOMO and LUMO ... 8.8 eV
SMILES ... O=C=CBr.O=CBr
Electronic energy ... -5413.94586 Eh
HOMO ... -9.3 eV


4.
C3H2Br2P2 | ωB97M-V/def2-TZVPD

Positions of all 9 atoms, in Å:
Br  -1.52600  2.29313  -0.13283
C  -0.53864  0.66433  0.00066
P  -1.36654  -0.81177  -0.71692
Br  -3.35437  -0.33064  0.39630
P  0.59580  -2.12764  -0.30290
C  1.46013  -0.73552  0.12657
C  0.78267  0.53748  0.25990
H  2.56977  -0.84869  -0.02936
H  1.37718  1.35932  0.39858

Summary:
LUMO level ... -0.062 hartree
Gap between HOMO and LUMO ... 7.2 eV
SMILES ... BrC1=P(Br)=PC=C1
Electronic energy ... -5946.19438 Eh
HOMO ... -8.9 eV


5.
C3H2Br3F | ωB97M-V/def2-TZVPD

Positions of all 9 atoms, in Å:
C  -1.99488  0.29887  -0.18293
C  -0.86250  0.89455  -0.12662
C  1.52352  -0.76949  0.28794
F  1.32439  -1.10298  1.56874
Br  0.10817  2.36682  -0.47551
Br  1.82904  -2.31079  -0.73691
Br  2.87739  0.54232  -0.07692
H  -2.72173  0.71881  -0.76564
H  -2.08340  -0.63811  0.50784

Summary:
LUMO level (alpha / beta) ... -0.009 / -0.038 hartree
Gap between HOMO and LUMO (alpha / beta) ... 8.7 / 7.3 eV
Electronic energy ... -7937.22217 Eh
HOMO (alpha / beta) ... -8.9 / -8.4 eV


6.
C3H2Br3NO | ωB97M-V/def2-TZVPD

Positions of all 10 atoms, in Å:
C  -0.93541  0.00604  0.84603
C  0.42016  -0.17254  -0.80017
C  0.53353  0.31506  0.67048
N  -1.03727  -0.42117  -0.50472
O  -1.71686  0.13782  1.70533
Br  0.54236  1.11066  -2.22909
Br  1.70311  -0.90915  1.61669
Br  1.08168  2.04647  0.90270
H  1.01956  -1.01537  -1.26877
H  -1.61086  -1.09781  -0.93849

Summary:
LUMO level ... 0.004 hartree
Gap between HOMO and LUMO ... 10.4 eV
Electronic energy ... -7967.52925 Eh
HOMO ... -10.3 eV


7.
C3H2Br6O | ωB97M-V/def2-TZVPD

Positions of all 12 atoms, in Å:
C  -1.13041  -2.67804  0.61242
C  1.33312  0.79919  0.19843
C  1.80315  1.69672  -0.74405
O  1.09052  -0.37089  0.09848
Br  -0.46125  -3.59139  2.00178
Br  -0.25256  -2.46499  -0.98941
Br  0.33527  1.71022  1.78797
Br  2.09909  3.47405  -0.39246
Br  2.88279  1.02288  -2.19061
Br  -3.15707  0.64024  -0.77258
H  -2.00752  -2.15513  0.75494
H  -2.53514  1.91715  -0.36492

Summary:
LUMO level (alpha / beta) ... -0.014 / -0.108 hartree
Gap between HOMO and LUMO (alpha / beta) ... 9.5 / 4.7 eV
Electronic energy ... -15634.69035 Eh
HOMO (alpha / beta) ... -9.9 / -7.6 eV


8.
C3H2BrClF2 | ωB97M-V/def2-TZVPD

Positions of all 9 atoms, in Å:
C  1.66118  -0.43090  0.39162
C  0.59871  -1.03141  -0.12776
C  -1.30068  0.86707  -0.22741
F  -1.00385  1.36798  -1.42584
F  -0.90227  1.86396  0.64105
Cl  -2.79663  0.10836  0.04356
Br  -0.46921  -2.49176  -0.42010
H  2.62072  -0.92639  0.66332
H  1.59202  0.67309  0.46157

Summary:
LUMO level (alpha / beta) ... -0.007 / -0.008 hartree
Gap between HOMO and LUMO (alpha / beta) ... 8.8 / 8.2 eV
Electronic energy ... -3349.27332 Eh
HOMO (alpha / beta) ... -8.9 / -8.4 eV


9.
C3H2BrFO | ωB97M-V/def2-TZVPD

Positions of all 8 atoms, in Å:
C  0.36380  0.10935  0.28129
C  1.50949  0.53530  -0.21684
F  1.88739  1.79867  -0.43936
C  2.78737  -0.76368  -0.17957
O  2.67350  -1.92665  -0.28410
Br  4.55054  0.11619  0.09263
H  -0.69136  0.60977  0.32904
H  0.24510  -0.98128  0.27381

Summary:
LUMO level ... 0.003 hartree
Gap between HOMO and LUMO ... 10.8 eV
SMILES ... C=C(F)C(=O)Br
Electronic energy ... -2864.55981 Eh
HOMO ... -10.7 eV


10.
C3H2BrIN2 | ωB97M-V/def2-TZVPD

Positions of all 9 atoms, in Å:
Br  2.36626  -1.88754  0.02438
C  0.78425  -0.95681  -0.02825
N  -0.41476  -1.42094  -0.04729
N  -1.28317  -0.40746  -0.02017
C  -0.70391  0.82572  0.01428
C  0.63921  0.70494  0.01060
I  2.19760  2.04873  0.01019
H  -2.26891  -0.61087  -0.00941
H  -1.31658  1.70424  0.04567

Summary:
LUMO level ... 0.017 hartree
Gap between HOMO and LUMO ... 9.2 eV
SMILES ... Brc1n[nH]cc1I
Electronic energy ... -3096.69002 Eh
HOMO ... -8.7 eV


What did the tenth record say?
C3H2BrIN2 | ωB97M-V/def2-TZVPD

Positions of all 9 atoms, in Å:
Br  2.36626  -1.88754  0.02438
C  0.78425  -0.95681  -0.02825
N  -0.41476  -1.42094  -0.04729
N  -1.28317  -0.40746  -0.02017
C  -0.70391  0.82572  0.01428
C  0.63921  0.70494  0.01060
I  2.19760  2.04873  0.01019
H  -2.26891  -0.61087  -0.00941
H  -1.31658  1.70424  0.04567

Summary:
LUMO level ... 0.017 hartree
Gap between HOMO and LUMO ... 9.2 eV
SMILES ... Brc1n[nH]cc1I
Electronic energy ... -3096.69002 Eh
HOMO ... -8.7 eV


Q: Which value of electronic energy does entry 6 give?
A: -7967.52925 Eh


Copy entry 7 word for word.
C3H2Br6O | ωB97M-V/def2-TZVPD

Positions of all 12 atoms, in Å:
C  -1.13041  -2.67804  0.61242
C  1.33312  0.79919  0.19843
C  1.80315  1.69672  -0.74405
O  1.09052  -0.37089  0.09848
Br  -0.46125  -3.59139  2.00178
Br  -0.25256  -2.46499  -0.98941
Br  0.33527  1.71022  1.78797
Br  2.09909  3.47405  -0.39246
Br  2.88279  1.02288  -2.19061
Br  -3.15707  0.64024  -0.77258
H  -2.00752  -2.15513  0.75494
H  -2.53514  1.91715  -0.36492

Summary:
LUMO level (alpha / beta) ... -0.014 / -0.108 hartree
Gap between HOMO and LUMO (alpha / beta) ... 9.5 / 4.7 eV
Electronic energy ... -15634.69035 Eh
HOMO (alpha / beta) ... -9.9 / -7.6 eV